[1]
12
Properties=species:S:1:pos:R:3:forces:R:3:mulliken_charge:R:1 method="wB97M-V/def2-TZVPD" de_lowest_kcal_mol=2.5 homo_ha=-0.3199 energy_ha=-3285.2805
C 1.0903 -0.3867 1.0711 2.992 -2.038 0.358 -0.075
C -1.8660 -0.7150 -1.4976 0.699 -0.391 0.473 0.450
C 0.0046 1.8042 1.0381 0.731 -2.579 0.322 0.576
C 2.0639 -0.5461 0.1379 -1.433 -0.911 0.469 -0.160
N 0.4286 0.7086 1.3411 -2.227 4.221 -0.040 -0.359
N -2.8278 -0.4007 -0.9137 -5.122 2.865 1.763 -0.355
O -0.8760 -1.2049 -1.8135 2.006 -0.621 -1.480 -0.391
O -0.5307 2.8098 0.8778 -0.417 1.348 -0.219 -0.410
Br 2.8344 -2.2706 -0.1561 -0.124 0.721 0.250 -0.097
I 2.3019 0.9159 -1.2562 0.321 0.357 -0.566 0.106
H 1.0142 -1.0062 1.9569 0.116 -1.143 -0.605 0.400
H -3.6373 0.2915 -0.7857 2.459 -1.829 -0.726 0.316


[2]
60
Properties=species:S:1:pos:R:3:forces:R:3:mulliken_charge:R:1 method="wB97M-V/def2-TZVPD" de_lowest_kcal_mol=8.3 homo_ha=-0.2953 smiles="Cc1ccc(S(=O)(=O)N(CC(=O)NCCSCc2ccco2)c2cc(C)ccc2C)cc1" energy_ha=-2138.1855
C 4.7322 1.6806 -4.2530 0.005 -0.011 -0.011 -1.631
C 3.8429 1.0309 -3.2400 -0.052 -0.014 0.070 1.170
C 3.6436 1.6019 -1.9882 -0.039 -0.073 0.004 -0.831
C 2.7940 1.0096 -1.0705 0.066 -0.004 0.184 -0.689
C 2.1474 -0.1624 -1.4076 -0.325 -0.224 0.437 -0.175
S 0.9507 -0.8441 -0.2766 0.098 0.201 -0.101 1.856
O 0.7686 -2.2481 -0.5112 0.123 -0.071 -0.244 -0.759
O 1.2993 -0.4650 1.0725 0.274 0.080 0.009 -0.889
N -0.4384 0.0211 -0.6663 0.953 -0.526 -0.137 1.122
C -1.6646 -0.4860 -0.0764 -0.417 -0.180 0.478 -1.006
C -2.1139 0.3451 1.1354 0.122 -0.047 -0.305 0.225
O -3.2864 0.5490 1.3739 -0.327 0.003 -0.018 -0.684
N -1.0941 0.7947 1.8779 0.425 0.087 0.283 0.358
C -1.2557 1.5746 3.0832 -0.314 0.297 -0.021 -0.758
C -0.0578 1.3984 4.0047 -0.184 -0.558 0.125 -0.697
S -0.1539 -0.0218 5.1441 0.203 0.034 -0.062 -0.162
C -0.2104 -1.4416 4.0043 0.008 0.212 0.116 -0.106
C -1.6052 -1.7707 3.6036 -0.337 0.351 0.689 0.025
C -2.7992 -1.5523 4.2229 0.538 -0.043 -0.174 -0.197
C -3.7903 -2.1245 3.3880 0.175 -0.360 -0.483 -0.700
C -3.1261 -2.6504 2.3286 -0.889 -0.022 0.282 -0.366
O -1.7992 -2.4425 2.4466 0.461 -0.096 -0.116 -0.290
C -0.4633 0.5353 -1.9907 -0.129 0.594 -0.688 -0.911
C -0.0367 1.8466 -2.1489 -0.248 -0.049 -0.220 -0.105
C 0.0672 2.4304 -3.4028 -0.002 -0.021 0.027 0.722
C 0.5767 3.8318 -3.5422 -0.008 -0.031 0.024 -1.465
C -0.2915 1.6711 -4.5072 0.007 -0.004 0.064 -0.965
C -0.7318 0.3700 -4.3530 -0.030 -0.023 0.052 -0.967
C -0.8168 -0.2325 -3.1038 -0.059 0.052 0.051 1.225
C -1.2539 -1.6616 -2.9905 -0.044 -0.010 0.063 -1.969
C 2.3512 -0.7651 -2.6346 0.012 -0.142 -0.063 -0.471
C 3.1975 -0.1648 -3.5468 -0.047 0.020 0.135 -0.801
H 5.2010 2.5737 -3.8494 0.054 0.066 -0.019 0.360
H 4.1540 1.9573 -5.1336 0.007 0.055 -0.087 0.342
H 5.5110 0.9905 -4.5726 0.081 0.000 -0.053 0.399
H 4.1524 2.5194 -1.7314 0.058 0.084 0.027 0.347
H 2.6270 1.4381 -0.0951 0.005 0.129 0.105 0.555
H -1.5006 -1.5162 0.2585 -0.212 0.057 -0.032 0.653
H -2.4777 -0.4771 -0.8040 0.149 0.011 0.057 0.301
H -0.1524 0.5259 1.6155 -0.191 0.135 0.059 -0.002
H -2.1865 1.2698 3.5712 0.126 0.100 -0.025 0.429
H -1.3480 2.6377 2.8191 -0.041 -0.087 0.060 0.529
H 0.8586 1.2917 3.4219 0.074 0.187 0.014 0.260
H 0.0388 2.2544 4.6712 0.049 0.019 -0.047 0.386
H 0.4163 -1.2332 3.1358 -0.002 -0.123 0.054 -0.261
H 0.2337 -2.2681 4.5657 0.046 0.030 -0.113 0.495
H -2.9509 -1.0449 5.1535 0.052 0.131 0.150 0.548
H -4.8468 -2.1321 3.5567 -0.247 -0.027 -0.054 0.452
H -3.4622 -3.1731 1.4555 0.043 -0.066 -0.174 0.519
H 0.2249 2.4094 -1.2655 0.038 0.056 0.134 0.550
H 0.0245 4.5058 -2.8904 -0.002 0.112 0.017 0.365
H 0.4824 4.1805 -4.5672 0.016 0.079 -0.056 0.384
H 1.6274 3.8751 -3.2555 0.098 0.080 0.002 0.243
H -0.2236 2.0977 -5.4973 0.010 0.068 -0.108 0.392
H -1.0017 -0.2049 -5.2273 -0.021 -0.082 -0.083 0.437
H -0.7436 -2.1662 -2.1734 -0.072 -0.112 -0.049 0.315
H -2.3280 -1.7210 -2.8108 -0.071 -0.070 0.013 0.401
H -1.0451 -2.1906 -3.9182 -0.002 -0.056 -0.024 0.494
H 1.8488 -1.6932 -2.8539 -0.071 -0.125 -0.109 0.562
H 3.3588 -0.6221 -4.5114 0.006 -0.073 -0.108 0.437


[3]
17
Properties=species:S:1:pos:R:3:forces:R:3:mulliken_charge:R:1 method="wB97M-V/def2-TZVPD" de_lowest_kcal_mol=150.7 homo_ha=-0.3067 energy_ha=-288.7768
C -0.8108 -0.7834 -1.3781 -1.270 0.468 -0.052 -1.236
C 0.1550 0.2383 -0.8628 0.768 2.921 1.148 0.865
C 1.0122 0.1134 0.2077 -1.855 -4.389 2.654 -0.706
N 1.1816 -1.2541 0.7900 0.588 1.387 -1.685 -0.391
C -0.0214 1.5929 -1.5470 -0.019 -0.537 -0.100 -1.293
H -1.7945 -0.6109 -0.8390 1.135 -0.505 -0.065 0.237
H -0.4298 -1.7761 -1.2312 -0.406 -0.571 -0.153 0.350
H -1.1465 -0.5854 -2.4329 0.982 -0.336 0.763 0.352
H 1.3043 0.7094 2.0350 -0.129 0.214 -3.595 0.282
H 0.6604 -1.4153 1.6448 0.047 0.085 -0.131 0.351
H 1.1141 -2.0248 0.1128 -0.062 0.686 0.499 0.228
H -0.0320 1.4399 -2.6119 0.128 -0.365 -0.697 0.390
H 0.9164 2.0993 -1.3818 -0.283 1.131 0.375 0.379
H -0.9987 2.1312 -1.4180 1.081 -0.316 0.734 0.287
H -1.0426 0.7988 2.8472 -0.116 0.300 0.311 0.339
H -0.3385 0.3657 1.5239 -2.093 -0.511 1.620 0.213
O -1.0618 0.0850 2.2128 1.503 0.338 -1.627 -0.647


[4]
27
Properties=species:S:1:pos:R:3:forces:R:3:mulliken_spin:R:1 method="wB97M-V/def2-TZVPD" de_lowest_kcal_mol=62.3 homo_ha="-0.3470 / -0.3974" spin_multiplicity=9 energy_ha=-7745.0955
Cr -14.8372 13.1779 -14.8569 0.124 -2.656 0.356 4.049
Cr -16.4271 9.5949 -15.4946 1.111 0.289 0.624 3.961
S -16.7809 12.0788 -16.5465 -2.183 -1.054 0.607 -0.044
O -16.5250 11.6786 -15.1439 -0.831 0.929 3.413 0.034
O -18.0676 12.6689 -16.8065 0.739 0.092 -0.250 0.004
O -15.6345 12.9908 -16.7270 1.055 1.108 -1.622 0.014
O -16.6931 10.7002 -17.1062 -0.191 0.075 -2.635 0.017
S -14.1289 10.0705 -14.2856 1.887 -0.359 1.213 -0.029
O -12.9093 9.5690 -13.7475 -0.395 -0.723 -0.069 -0.008
O -15.3887 9.5405 -13.7348 -1.614 -0.609 1.859 0.008
O -14.0220 11.5572 -14.0593 -0.784 3.010 -0.333 -0.026
O -14.4033 9.8318 -15.6902 0.687 -0.129 -3.098 0.015
C -14.8220 11.0489 -19.6982 0.327 -0.103 -0.476 0.000
Cl -15.5197 10.7976 -21.3358 0.394 0.175 0.606 0.000
Cl -13.3143 11.9959 -19.7388 -0.227 -0.080 -0.228 0.000
Cl -14.5155 9.5063 -18.9174 -0.051 0.027 -0.134 0.004
H -15.5158 11.6456 -19.1278 -0.191 -0.265 0.094 0.001
C -20.0954 13.8586 -14.5892 0.230 0.308 0.654 0.000
Cl -18.4072 14.2851 -14.2372 0.101 0.308 0.450 0.000
Cl -21.1907 15.0202 -13.7644 0.428 -0.329 -0.738 0.000
Cl -20.4559 12.2503 -13.9914 0.025 -0.158 -0.236 0.000
H -20.1192 13.8959 -15.6711 -0.633 0.029 0.034 0.000
C -19.0390 13.8079 -19.5022 0.197 -0.500 -0.868 0.000
Cl -17.3610 13.3126 -19.8353 -0.255 0.313 -0.091 0.000
Cl -20.0373 13.4540 -20.9630 0.257 0.044 0.709 0.000
Cl -19.1414 15.5038 -19.1124 -0.004 0.172 0.211 0.000
H -19.3567 13.1994 -18.6661 -0.205 0.084 -0.051 0.000


[5]
15
Properties=species:S:1:pos:R:3:forces:R:3:mulliken_charge:R:1 method="wB97M-V/def2-TZVPD" de_lowest_kcal_mol=61.5 homo_ha=-0.2961 energy_ha=-304.7374
C 2.3965 -0.0593 -0.0855 0.153 0.013 -0.002 -0.839
N 1.0322 0.3028 0.2345 -0.296 -0.099 -0.053 0.086
C -0.0228 0.3073 -0.6309 0.030 0.011 0.099 -0.453
C -1.1734 0.0039 0.0482 -0.055 -0.012 0.020 0.573
C -2.5626 -0.0480 -0.5196 -0.066 0.008 -0.031 -1.143
C -0.8527 -0.2522 1.4392 0.299 0.115 -0.387 -0.536
N 0.4762 -0.1108 1.4335 0.082 0.034 0.243 -0.070
H 2.5175 -1.1442 -0.1935 -0.030 0.139 0.010 0.314
H 3.0656 0.3018 0.7016 -0.096 -0.052 -0.114 0.285
H 2.6787 0.4298 -1.0201 -0.054 -0.056 0.132 0.329
H 0.1536 0.5526 -1.6720 -0.039 -0.065 0.151 0.375
H -2.7500 -0.9933 -1.0456 0.033 0.161 0.106 0.237
H -2.7478 0.7689 -1.2272 0.029 -0.140 0.112 0.321
H -3.2909 0.0290 0.2933 0.129 -0.009 -0.148 0.310
H 1.0798 -0.0882 2.2441 -0.120 -0.049 -0.137 0.210


[6]
54
Properties=species:S:1:pos:R:3:forces:R:3:mulliken_charge:R:1 method="wB97M-V/def2-TZVPD" homo_ha=-0.2625 energy_ha=-2359.2105
C 5.2942 -0.9676 -0.0559 -7.716 -2.964 -5.849 -0.463
C 4.2558 -1.2869 -0.9815 6.324 1.746 6.131 -0.236
C 3.1038 -1.6650 -2.1322 2.004 -0.181 0.139 0.123
C 2.9992 -0.4239 -3.1976 0.562 -0.613 -0.385 -0.675
C 1.4786 -0.0192 -3.6527 -0.269 0.752 -0.347 -0.773
C 0.4264 0.2469 -2.4242 -1.992 2.154 3.983 -0.033
C 0.5415 1.4870 -1.3083 -1.935 -4.330 -2.510 0.515
C 1.7979 2.5037 -1.4479 -0.247 0.611 0.088 -0.551
C 1.8852 3.7339 -0.3828 0.736 0.455 -0.137 -0.408
O 2.5860 3.2614 0.8464 -2.202 -1.470 -1.794 -0.513
N -0.6515 1.3753 -0.3975 1.231 -4.525 -3.972 0.264
C -0.9431 2.2995 0.7602 -1.895 1.444 1.338 -0.497
N -1.6804 3.5146 0.1589 0.714 -1.784 -1.028 -0.573
C -1.4986 0.1707 -0.8589 2.114 0.716 -1.802 -0.354
C -2.9431 -0.3259 -0.1883 -1.712 1.668 -0.457 0.569
F -3.8665 -0.9265 -1.2224 3.413 1.783 3.374 -0.271
F -3.7277 0.8339 0.3791 2.750 -3.495 -2.007 -0.276
C -2.6387 -1.3247 1.0752 0.621 -2.060 2.721 0.719
F -2.7163 -0.6366 2.3852 0.268 -2.523 -5.157 -0.202
F -3.5601 -2.5014 1.0960 3.411 4.246 -0.152 -0.235
F -1.2219 -1.8117 0.9097 -4.937 1.456 0.631 -0.225
N -0.8579 -0.5245 -2.0573 2.761 4.626 2.276 0.282
C -1.2753 -1.7396 -2.8553 -2.212 -1.447 -0.236 -0.519
C -1.5428 -3.0955 -1.9735 -0.779 -1.247 -0.325 -0.289
O -0.3468 -3.6839 -1.3511 -1.613 -0.873 -0.788 -0.492
H 5.9751 -0.9741 0.9199 -1.861 0.137 -2.790 0.342
H 3.5621 -2.5925 -2.7185 -1.065 1.922 1.439 0.304
H 2.0877 -2.0097 -1.6649 2.050 0.899 -0.567 0.002
H 3.5596 -0.7775 -4.1903 -1.302 0.923 2.130 0.370
H 3.6354 0.4606 -2.7702 -1.585 -1.528 -0.902 0.334
H 1.0658 -0.7812 -4.4735 0.755 1.575 2.173 0.332
H 1.5717 1.0180 -4.2365 -0.359 -2.167 1.347 0.331
H 2.8095 1.8812 -1.3387 -2.331 1.292 -0.294 0.150
H 1.7368 2.9928 -2.5338 0.062 -1.320 2.235 0.347
H 2.5755 4.5821 -0.8509 -1.459 -1.956 1.008 0.322
H 0.8511 4.2534 -0.1354 2.020 -1.257 -0.473 0.237
H 2.2625 2.3008 0.9453 0.942 2.107 0.161 0.371
H -1.6741 1.8200 1.5720 1.719 0.669 -2.060 0.293
H 0.0177 2.6277 1.3776 -1.845 -0.825 -1.873 0.294
H -2.6481 3.2156 -0.1654 1.546 0.291 0.813 0.312
H -1.1753 3.7100 -0.7542 -0.792 0.016 1.478 0.328
H -0.5606 -2.0294 -3.7349 -0.919 1.110 2.077 0.269
H -2.3198 -1.4628 -3.3620 2.259 -0.678 1.169 0.270
H -1.9553 -3.9131 -2.7386 0.669 2.060 1.333 0.383
H -2.3608 -2.9958 -1.1427 1.435 0.278 -1.709 0.170
H -0.5826 -4.6655 -1.2176 0.657 2.294 -0.202 0.326
C -2.0933 -1.2461 6.0299 -0.781 -1.102 -0.478 0.564
F -1.3792 -1.6591 4.9338 -0.347 0.452 0.781 -0.215
F -3.2923 -0.7909 5.5428 1.002 -0.140 0.416 -0.223
F -2.3866 -2.3863 6.7341 0.392 1.169 -0.493 -0.245
S -1.1882 0.0305 7.0512 1.440 1.913 2.046 1.116
O -0.9597 1.1667 6.1480 -0.586 -1.330 -0.076 -0.658
O 0.0556 -0.6217 7.4834 -1.406 -0.088 -0.934 -0.656
O -2.0883 0.3526 8.1669 0.293 -0.860 -1.496 -0.658


[7]
10
Properties=species:S:1:pos:R:3:forces:R:3:mulliken_charge:R:1 method="wB97M-V/def2-TZVPD" de_lowest_kcal_mol=136.4 homo_ha=-0.3425 energy_ha=-267.8949
O 2.0904 -0.2173 -0.3611 -0.123 -0.252 0.352 -0.473
C 0.7619 -0.2555 -0.7171 -0.068 -0.067 -0.247 -0.051
C -0.0865 -1.3759 -0.3994 -0.780 0.688 0.536 -0.311
C -1.2019 -1.2230 0.1529 0.674 0.087 -0.331 0.176
C -1.7446 -0.1560 0.7586 0.786 0.508 -0.227 0.098
C -1.2440 1.0174 0.7735 -0.716 -0.513 0.181 -0.683
H 2.1909 -0.6855 0.4833 0.022 0.199 -0.259 0.360
H 0.6676 0.1352 -1.7364 -0.053 -0.060 0.234 0.361
H 0.0016 0.7044 0.0499 0.173 -0.374 -0.178 0.171
H -1.4355 2.0563 0.9958 0.083 -0.215 -0.060 0.351


Number 1: M 316.880 g/mol. Number 2: M 472.632 g/mol. Number 3: M 89.138 g/mol. Number 4: M 654.252 g/mol. Number 5: M 96.133 g/mol. Number 6: M 519.411 g/mol. Number 7: M 80.086 g/mol.